Entry 1:
{"formula": "C9H12LiNO3S", "method": "ωB97M-V/def2-TZVPD", "multiplicity": 1, "orbital_gap_ev": 8.77, "molar_mass_g_mol": 221.207, "elements": ["Li", "N", "C", "C", "O", "O", "H", "H", "H", "H", "C", "S", "O", "C", "C", "C", "C", "C", "C", "H", "H", "H", "H", "H", "H", "H", "H"], "coordinates": [[0.153, 1.022, -2.701], [1.539, -0.494, -3.263], [0.696, -1.706, -3.128], [-0.805, -1.400, -3.179], [-1.565, -2.351, -3.269], [-1.112, -0.163, -3.022], [1.692, -0.309, -4.250], [2.460, -0.650, -2.872], [0.890, -2.135, -2.143], [0.921, -2.476, -3.864], [-2.134, 0.351, -0.076], [-0.368, 0.271, -0.235], [0.056, 1.557, -0.940], [0.064, 0.499, 1.472], [0.368, 1.765, 1.949], [0.695, 1.910, 3.291], [0.713, 0.805, 4.132], [0.416, -0.459, 3.636], [0.098, -0.619, 2.295], [-2.387, 1.332, 0.329], [-2.449, -0.445, 0.598], [-2.536, 0.195, -1.077], [0.361, 2.609, 1.272], [0.940, 2.889, 3.681], [0.968, 0.927, 5.177], [0.444, -1.320, 4.291], [-0.115, -1.605, 1.897]], "forces_ev_per_a": [[0.34, 0.02, -0.22], [-0.10, 0.07, -0.24], [0.32, 0.07, 0.07], [-0.16, 0.31, 0.36], [-0.07, -0.07, -0.09], [-0.29, -0.31, -0.22], [0.01, -0.02, 0.01], [-0.03, -0.02, 0.06], [-0.05, -0.02, -0.02], [0.06, -0.03, -0.06], [-0.20, 0.10, 0.05], [0.43, 0.17, -0.36], [-0.19, -0.38, 0.53], [-0.02, 0.14, 0.14], [0.03, -0.08, 0.10], [0.00, 0.02, -0.01], [-0.01, 0.00, -0.03], [0.00, 0.03, -0.03], [0.03, 0.03, 0.08], [-0.06, -0.05, -0.03], [-0.02, 0.02, -0.03], [0.02, 0.01, 0.01], [-0.01, -0.02, -0.02], [-0.01, -0.01, 0.00], [0.00, 0.00, -0.01], [0.00, 0.00, -0.01], [-0.01, 0.04, -0.02]]}

Entry 2:
{"formula": "C21H25N8O5S2Se2Tl", "method": "ωB97M-V/def2-TZVPD", "multiplicity": 1, "orbital_gap_ev": 6.16, "total_charge": -2, "molar_mass_g_mol": 895.919, "elements": ["Tl", "O", "C", "O", "C", "C", "C", "C", "C", "N", "H", "H", "H", "H", "O", "C", "C", "C", "O", "C", "Se", "C", "Se", "H", "H", "H", "H", "H", "H", "H", "H", "H", "H", "C", "C", "C", "C", "N", "C", "S", "N", "H", "H", "H", "H", "H", "O", "N", "C", "C", "N", "C", "N", "C", "N", "C", "N", "S", "H", "H", "H", "H", "H", "H"], "coordinates": [[1.519, 0.497, -0.069], [5.770, -1.040, -0.284], [4.561, -0.825, -0.184], [3.949, 0.273, -0.122], [3.642, -2.059, -0.117], [4.203, -3.328, -0.168], [3.368, -4.430, -0.111], [2.001, -4.230, 0.005], [1.521, -2.932, 0.051], [2.330, -1.880, -0.016], [5.277, -3.407, -0.250], [3.777, -5.433, -0.151], [1.307, -5.057, 0.059], [0.461, -2.727, 0.145], [-0.364, 3.877, 2.751], [0.811, 3.862, 1.938], [0.584, 4.476, 0.546], [0.225, 5.975, 0.726], [-0.960, 6.222, 1.462], [1.855, 4.446, -0.291], [3.019, 2.824, -0.294], [-0.583, 3.819, -0.195], [-1.050, 1.910, 0.150], [-0.929, 3.159, 2.414], [1.181, 2.842, 1.845], [1.567, 4.445, 2.471], [0.084, 6.433, -0.260], [1.079, 6.478, 1.206], [-0.983, 5.546, 2.163], [2.536, 5.229, 0.056], [1.612, 4.663, -1.332], [-0.442, 3.935, -1.272], [-1.510, 4.327, 0.071], [-5.675, -3.194, -1.297], [-4.314, -3.448, -0.705], [-3.945, -4.707, -0.237], [-2.632, -4.824, 0.197], [-1.782, -3.816, 0.239], [-2.242, -2.596, -0.146], [-1.247, -1.218, 0.030], [-3.484, -2.418, -0.671], [-6.390, -3.954, -0.980], [-5.615, -3.211, -2.388], [-6.024, -2.209, -0.994], [-4.629, -5.545, -0.233], [-2.244, -5.784, 0.534], [1.482, 0.198, 2.303], [1.582, -0.965, 2.777], [1.437, -1.098, 4.074], [1.175, -0.036, 4.997], [0.955, 0.806, 5.751], [1.563, -2.394, 4.650], [1.667, -3.405, 5.194], [-2.391, 0.323, -3.472], [-1.086, -0.316, -3.467], [0.053, 0.336, -3.236], [0.024, 1.688, -3.283], [1.519, -0.486, -3.061], [-3.148, -0.445, -3.590], [-2.451, 1.037, -4.300], [-2.589, 0.830, -2.525], [-1.058, -1.286, -3.202], [-0.819, 2.127, -2.933], [0.885, 2.118, -2.973]], "forces_ev_per_a": [[0.26, 0.57, 0.24], [-0.02, 0.09, -0.01], [-0.20, -0.31, 0.03], [-0.03, -0.07, -0.02], [0.32, 0.05, -0.04], [-0.08, -0.06, 0.01], [-0.03, 0.02, 0.01], [0.13, 0.00, -0.02], [-0.03, -0.24, 0.03], [-0.31, 0.32, -0.09], [0.00, 0.05, 0.00], [0.01, 0.00, 0.01], [-0.05, 0.04, 0.03], [0.10, 0.00, 0.02], [-0.22, 0.12, -0.08], [0.11, -0.01, -0.16], [-0.28, 0.21, 0.37], [0.11, -0.06, -0.08], [-0.02, -0.02, 0.04], [0.37, -0.34, -0.05], [-0.61, -0.06, -0.10], [-0.04, -0.52, -0.04], [0.64, -0.11, -0.25], [0.14, -0.03, 0.06], [0.03, 0.03, 0.03], [0.01, -0.03, 0.00], [0.04, -0.01, 0.01], [-0.01, -0.04, -0.02], [-0.01, -0.02, -0.03], [0.03, -0.01, -0.01], [-0.08, 0.12, 0.04], [0.02, 0.10, 0.02], [-0.03, -0.01, -0.04], [0.03, -0.03, 0.06], [0.16, -0.05, 0.08], [-0.02, 0.01, -0.02], [-0.02, 0.06, -0.01], [0.00, -0.11, 0.05], [0.09, -0.03, -0.09], [-0.34, 0.23, -0.15], [-0.15, -0.03, -0.08], [-0.02, 0.00, -0.02], [0.00, 0.01, 0.00], [-0.01, 0.00, -0.02], [0.00, -0.01, -0.02], [-0.02, -0.01, -0.01], [-0.10, 0.55, -0.24], [0.07, -0.49, -0.21], [0.00, -0.01, 0.40], [-0.10, 0.39, -0.17], [0.04, -0.08, 0.03], [0.08, -0.27, 0.00], [-0.02, 0.00, -0.06], [0.10, 0.08, 0.08], [-0.35, -0.01, 0.25], [0.44, -0.05, -0.53], [-0.22, 0.13, 0.16], [-0.04, 0.04, 0.39], [-0.02, -0.03, -0.07], [-0.05, -0.06, 0.03], [0.03, 0.03, 0.10], [0.07, -0.07, 0.09], [0.09, 0.03, 0.06], [0.01, 0.01, 0.05]]}

Entry 3:
{"formula": "C18H23N3O2RhSb", "method": "ωB97M-V/def2-TZVPD", "multiplicity": 1, "orbital_gap_ev": [5.79, 5.79], "total_charge": 2, "molar_mass_g_mol": 538.067, "elements": ["Rh", "O", "C", "N", "C", "O", "C", "C", "C", "C", "C", "N", "C", "C", "C", "C", "C", "N", "H", "H", "H", "H", "H", "H", "H", "H", "C", "C", "Sb", "C", "C", "C", "C", "H", "H", "H", "H", "H", "H", "H", "H", "H", "H", "H", "H", "H", "H", "H"], "coordinates": [[0.089, -1.154, -0.552], [-3.577, -2.878, -1.759], [-2.568, -2.255, -1.608], [-1.722, -2.301, -0.533], [-1.932, -3.234, 0.448], [-2.865, -3.976, 0.547], [-0.785, -3.216, 1.455], [-0.952, -3.833, 2.690], [0.106, -3.779, 3.589], [1.297, -3.178, 3.204], [1.390, -2.625, 1.935], [0.355, -2.623, 1.097], [-2.044, -1.278, -2.656], [-2.896, -0.814, -3.652], [-2.376, 0.063, -4.596], [-1.024, 0.372, -4.563], [-0.237, -0.163, -3.552], [-0.756, -0.938, -2.602], [-1.884, -4.329, 2.925], [0.011, -4.209, 4.575], [2.152, -3.141, 3.865], [2.323, -2.199, 1.582], [-3.928, -1.131, -3.668], [-3.009, 0.477, -5.367], [-0.576, 1.012, -5.306], [0.833, 0.016, -3.533], [1.201, 1.090, 3.385], [0.500, 2.043, 2.443], [0.393, 1.274, 0.376], [2.530, 1.181, -0.260], [3.311, 2.444, -0.016], [-0.679, 2.796, -0.834], [-0.344, 4.222, -0.475], [1.238, 1.537, 4.379], [2.227, 0.893, 3.079], [0.664, 0.146, 3.466], [1.021, 2.998, 2.375], [-0.531, 2.216, 2.748], [2.507, 0.924, -1.321], [2.945, 0.347, 0.308], [2.941, 3.275, -0.611], [4.348, 2.269, -0.312], [3.317, 2.721, 1.037], [-1.736, 2.586, -0.661], [-0.438, 2.563, -1.872], [-0.578, 4.440, 0.565], [-0.959, 4.876, -1.096], [0.698, 4.469, -0.668]], "forces_ev_per_a": [[-2.67, -3.65, -0.68], [0.21, 0.21, -0.05], [-0.27, 1.10, -1.48], [2.32, 1.67, 0.11], [0.68, -0.39, 1.66], [0.32, 0.16, 0.06], [-0.98, -0.63, 0.33], [0.41, 0.16, -0.27], [-0.06, 0.00, -0.07], [0.08, -0.01, -0.31], [0.43, -0.13, 0.59], [0.03, 1.83, -0.55], [-1.11, -0.31, -0.22], [0.48, -0.03, 0.11], [-0.01, -0.12, 0.02], [0.22, -0.22, 0.20], [-0.01, 0.46, -0.69], [0.73, 0.76, 1.54], [-0.03, 0.04, -0.10], [-0.02, -0.05, 0.06], [0.00, -0.04, 0.00], [-0.13, 0.09, 0.03], [-0.02, -0.08, 0.08], [-0.06, 0.02, -0.04], [0.04, 0.02, -0.08], [-0.07, 0.07, 0.14], [0.07, -0.16, 0.03], [-0.40, -0.61, -0.35], [0.29, 0.96, -0.27], [-0.94, -0.81, -0.04], [0.07, 0.45, 0.14], [0.04, -0.93, 0.14], [0.20, 0.11, 0.22], [0.00, 0.00, 0.01], [0.06, -0.04, 0.01], [0.03, -0.06, 0.05], [-0.05, 0.05, -0.35], [-0.01, 0.10, -0.10], [0.06, -0.09, 0.03], [0.01, -0.05, -0.11], [-0.01, 0.11, 0.04], [-0.05, -0.01, 0.01], [0.01, 0.11, 0.03], [0.05, -0.12, -0.06], [-0.02, -0.13, 0.07], [0.02, 0.11, 0.04], [0.01, 0.03, 0.03], [0.03, 0.05, 0.03]]}

What did the first record say?
{"formula": "C9H12LiNO3S", "method": "ωB97M-V/def2-TZVPD", "multiplicity": 1, "orbital_gap_ev": 8.77, "molar_mass_g_mol": 221.207, "elements": ["Li", "N", "C", "C", "O", "O", "H", "H", "H", "H", "C", "S", "O", "C", "C", "C", "C", "C", "C", "H", "H", "H", "H", "H", "H", "H", "H"], "coordinates": [[0.153, 1.022, -2.701], [1.539, -0.494, -3.263], [0.696, -1.706, -3.128], [-0.805, -1.400, -3.179], [-1.565, -2.351, -3.269], [-1.112, -0.163, -3.022], [1.692, -0.309, -4.250], [2.460, -0.650, -2.872], [0.890, -2.135, -2.143], [0.921, -2.476, -3.864], [-2.134, 0.351, -0.076], [-0.368, 0.271, -0.235], [0.056, 1.557, -0.940], [0.064, 0.499, 1.472], [0.368, 1.765, 1.949], [0.695, 1.910, 3.291], [0.713, 0.805, 4.132], [0.416, -0.459, 3.636], [0.098, -0.619, 2.295], [-2.387, 1.332, 0.329], [-2.449, -0.445, 0.598], [-2.536, 0.195, -1.077], [0.361, 2.609, 1.272], [0.940, 2.889, 3.681], [0.968, 0.927, 5.177], [0.444, -1.320, 4.291], [-0.115, -1.605, 1.897]], "forces_ev_per_a": [[0.34, 0.02, -0.22], [-0.10, 0.07, -0.24], [0.32, 0.07, 0.07], [-0.16, 0.31, 0.36], [-0.07, -0.07, -0.09], [-0.29, -0.31, -0.22], [0.01, -0.02, 0.01], [-0.03, -0.02, 0.06], [-0.05, -0.02, -0.02], [0.06, -0.03, -0.06], [-0.20, 0.10, 0.05], [0.43, 0.17, -0.36], [-0.19, -0.38, 0.53], [-0.02, 0.14, 0.14], [0.03, -0.08, 0.10], [0.00, 0.02, -0.01], [-0.01, 0.00, -0.03], [0.00, 0.03, -0.03], [0.03, 0.03, 0.08], [-0.06, -0.05, -0.03], [-0.02, 0.02, -0.03], [0.02, 0.01, 0.01], [-0.01, -0.02, -0.02], [-0.01, -0.01, 0.00], [0.00, 0.00, -0.01], [0.00, 0.00, -0.01], [-0.01, 0.04, -0.02]]}